[1]
C45H116N9NaO17 | ωB97M-V/def2-TZVPD

Values from the calculation:
HOMO	-5.21	eV
energy	-101164.6454	eV
total charge	0
frontier orbital gap	4.3	eV
LUMO level	-0.9	eV
max |F|	4.508	eV Å⁻¹

Element x y z (Å)
Na (-26.562, 4.454, 29.740)
C (-26.588, 8.074, 26.234)
O (-27.341, 6.882, 26.265)
H (-27.248, 8.918, 26.032)
H (-26.018, 8.216, 27.152)
H (-25.911, 8.109, 25.381)
C (-19.426, 21.228, 29.495)
O (-19.593, 20.236, 30.503)
C (-18.614, 19.243, 30.599)
C (-18.663, 18.180, 29.502)
N (-19.682, 17.181, 29.779)
C (-21.039, 17.746, 29.442)
C (-22.076, 16.600, 29.395)
O (-22.645, 16.275, 30.649)
C (-23.606, 15.197, 30.543)
H (-20.149, 22.020, 29.694)
H (-19.529, 20.874, 28.470)
H (-18.451, 21.694, 29.638)
H (-18.614, 18.773, 31.583)
H (-17.641, 19.730, 30.536)
H (-17.689, 17.691, 29.493)
H (-18.783, 18.718, 28.561)
H (-19.542, 16.471, 29.074)
H (-20.951, 18.129, 28.425)
H (-21.336, 18.491, 30.181)
H (-21.630, 15.733, 28.907)
H (-22.899, 16.823, 28.716)
H (-24.516, 15.302, 29.952)
H (-23.845, 14.998, 31.588)
H (-23.133, 14.315, 30.112)
C (-21.909, 11.320, 13.912)
O (-21.696, 10.876, 15.252)
C (-22.881, 10.909, 16.072)
C (-22.789, 10.599, 17.519)
N (-22.627, 9.192, 17.825)
C (-22.927, 8.796, 19.189)
C (-22.605, 7.313, 19.416)
O (-21.212, 7.067, 19.459)
C (-20.816, 5.667, 19.347)
H (-21.026, 11.227, 13.279)
H (-22.130, 12.386, 13.968)
H (-22.773, 10.812, 13.484)
H (-23.630, 10.260, 15.618)
H (-23.371, 11.879, 15.989)
H (-23.769, 10.954, 17.836)
H (-22.049, 11.191, 18.057)
H (-23.098, 8.622, 17.137)
H (-23.978, 8.996, 19.396)
H (-22.385, 9.479, 19.843)
H (-23.134, 6.725, 18.666)
H (-22.962, 7.019, 20.403)
H (-21.446, 5.139, 18.631)
H (-20.976, 5.219, 20.328)
H (-19.750, 5.530, 19.165)
C (-32.797, 13.427, 22.805)
O (-33.324, 14.747, 22.571)
C (-32.362, 15.762, 22.103)
C (-33.128, 17.077, 21.953)
N (-33.978, 17.464, 23.066)
C (-33.207, 18.112, 24.166)
C (-34.186, 18.539, 25.233)
O (-34.902, 17.403, 25.817)
C (-35.965, 17.818, 26.696)
H (-32.537, 12.933, 21.868)
H (-33.532, 12.816, 23.329)
H (-31.886, 13.432, 23.404)
H (-31.977, 15.547, 21.106)
H (-31.459, 15.804, 22.712)
H (-33.868, 16.942, 21.165)
H (-32.535, 17.874, 21.506)
H (-34.208, 16.588, 23.513)
H (-32.691, 19.016, 23.842)
H (-32.414, 17.546, 24.655)
H (-34.880, 19.242, 24.773)
H (-33.591, 19.062, 25.982)
H (-36.552, 16.978, 27.068)
H (-36.562, 18.612, 26.248)
H (-35.412, 18.239, 27.536)
C (-18.489, 7.914, 31.218)
O (-19.071, 7.727, 29.946)
C (-19.032, 8.852, 28.995)
C (-19.007, 8.365, 27.520)
N (-17.750, 7.664, 27.311)
C (-17.798, 6.836, 26.054)
C (-16.401, 6.186, 25.815)
O (-16.158, 5.306, 26.943)
C (-14.998, 4.471, 26.781)
H (-17.414, 8.086, 31.174)
H (-18.716, 6.959, 31.692)
H (-18.940, 8.687, 31.841)
H (-18.184, 9.508, 29.190)
H (-20.019, 9.308, 29.074)
H (-19.156, 9.274, 26.938)
H (-19.826, 7.689, 27.275)
H (-17.664, 7.102, 28.146)
H (-18.294, 7.362, 25.238)
H (-18.463, 5.991, 26.229)
H (-15.619, 6.914, 25.601)
H (-16.371, 5.648, 24.868)
H (-14.848, 3.948, 25.837)
H (-14.895, 3.691, 27.535)
H (-14.138, 5.128, 26.917)
C (-15.778, 19.766, 24.845)
O (-16.748, 18.919, 24.262)
C (-17.633, 19.776, 23.497)
C (-18.550, 18.908, 22.572)
N (-19.407, 17.966, 23.343)
C (-20.196, 17.193, 22.454)
C (-21.074, 16.250, 23.285)
O (-22.313, 15.897, 22.610)
C (-23.293, 15.265, 23.382)
H (-15.155, 20.302, 24.129)
H (-15.080, 19.291, 25.535)
H (-16.303, 20.435, 25.528)
H (-17.088, 20.465, 22.852)
H (-18.352, 20.285, 24.140)
H (-17.869, 18.467, 21.845)
H (-19.105, 19.624, 21.966)
H (-18.931, 17.479, 24.089)
H (-19.514, 16.579, 21.867)
H (-20.659, 17.914, 21.780)
H (-21.369, 16.845, 24.150)
H (-20.532, 15.378, 23.650)
H (-23.879, 16.020, 23.907)
H (-22.892, 14.513, 24.063)
H (-23.914, 14.798, 22.619)
C (-27.732, 7.604, 31.344)
O (-26.880, 6.569, 31.770)
C (-26.132, 6.927, 32.999)
C (-25.081, 5.867, 33.353)
N (-24.279, 5.474, 32.241)
C (-23.425, 4.320, 32.493)
C (-22.880, 3.718, 31.178)
O (-24.022, 3.390, 30.347)
C (-23.552, 3.000, 29.049)
H (-27.224, 8.555, 31.186)
H (-28.510, 7.811, 32.079)
H (-28.302, 7.305, 30.465)
H (-26.854, 7.052, 33.807)
H (-25.623, 7.870, 32.802)
H (-25.612, 4.987, 33.716)
H (-24.527, 6.249, 34.210)
H (-23.621, 6.176, 31.936)
H (-24.090, 3.539, 32.861)
H (-22.607, 4.459, 33.200)
H (-22.237, 2.886, 31.461)
H (-22.260, 4.448, 30.657)
H (-22.962, 2.084, 29.013)
H (-23.018, 3.817, 28.563)
H (-24.435, 2.969, 28.410)
C (-32.483, 2.133, 33.620)
O (-32.173, 2.000, 32.306)
C (-31.271, 3.000, 31.836)
C (-31.102, 2.667, 30.367)
N (-30.085, 1.613, 30.137)
C (-30.247, 1.094, 28.783)
C (-29.557, -0.193, 28.488)
O (-30.126, -1.151, 29.300)
C (-29.373, -2.401, 29.293)
H (-33.139, 2.998, 33.718)
H (-31.683, 2.365, 34.323)
H (-33.051, 1.243, 33.889)
H (-30.288, 2.962, 32.304)
H (-31.762, 3.972, 31.873)
H (-30.807, 3.601, 29.888)
H (-32.085, 2.421, 29.966)
H (-30.166, 0.836, 30.777)
H (-29.832, 1.753, 28.021)
H (-31.290, 0.804, 28.655)
H (-28.509, -0.002, 28.721)
H (-29.660, -0.473, 27.439)
H (-28.316, -2.297, 29.537)
H (-29.392, -2.760, 28.264)
H (-29.846, -3.029, 30.048)
C (-33.062, 6.402, 24.917)
O (-34.227, 6.316, 24.686)
N (-32.145, 5.608, 24.417)
N (-32.498, 7.317, 25.655)
H (-31.177, 5.618, 24.707)
H (-32.396, 4.942, 23.701)
H (-32.990, 8.103, 26.054)
H (-31.495, 7.274, 25.771)
C (-26.372, 1.711, 21.387)
O (-26.602, 1.519, 22.741)
H (-26.614, 0.850, 20.765)
H (-26.762, 2.663, 21.025)
H (-25.300, 1.824, 21.224)
H (-26.681, 2.369, 23.181)



[2]
C45H118N6O14 | ωB97M-V/def2-TZVPD

Values from the calculation:
HOMO	-8.38	eV
energy	-86178.0640	eV
total charge	0
frontier orbital gap	9.0	eV
ΔE to the lowest compared entry with this formula, charge and spin	0.0	kJ/mol
LUMO level	0.6	eV
structure (SMILES)	COC[C@H](C)N.COC[C@H](C)N.COC[C@H](C)N.COCCNCCOC.COCCNCCOC.COCCNCCOC.CC(C)O.CC(C)O.CC(C)O.CC(C)O.CC(C)O
max |F|	1.716	eV Å⁻¹

Element x y z (Å)
C (0.937, -2.741, 4.596)
O (0.437, -1.695, 5.397)
C (-0.123, -2.198, 6.617)
C (-1.060, -1.107, 7.130)
N (-0.377, 0.129, 7.443)
C (-1.280, 1.232, 7.713)
C (-0.554, 2.558, 7.852)
O (-0.223, 2.985, 6.541)
C (0.195, 4.333, 6.457)
H (1.877, -3.149, 4.976)
H (1.164, -2.293, 3.625)
H (0.199, -3.506, 4.335)
H (0.646, -2.522, 7.325)
H (-0.692, -3.106, 6.390)
H (-1.573, -1.499, 8.011)
H (-1.770, -1.007, 6.296)
H (0.196, 0.421, 6.659)
H (-1.950, 1.068, 8.558)
H (-1.951, 1.405, 6.855)
H (0.371, 2.491, 8.434)
H (-1.244, 3.241, 8.359)
H (1.164, 4.422, 6.960)
H (-0.504, 4.993, 6.979)
H (0.260, 4.648, 5.419)
C (0.689, 3.448, -2.737)
O (0.293, 3.804, -4.031)
C (-0.360, 5.056, -4.095)
C (-1.123, 5.260, -5.398)
N (-2.366, 4.475, -5.394)
C (-3.257, 4.698, -6.532)
C (-3.963, 6.048, -6.613)
O (-4.448, 6.296, -7.902)
C (-3.552, 6.718, -8.911)
H (1.533, 3.995, -2.295)
H (0.984, 2.401, -2.819)
H (-0.097, 3.546, -1.978)
H (0.375, 5.850, -3.913)
H (-1.078, 5.108, -3.267)
H (-0.449, 4.905, -6.190)
H (-1.375, 6.307, -5.551)
H (-2.109, 3.502, -5.527)
H (-3.941, 3.849, -6.529)
H (-2.677, 4.634, -7.468)
H (-3.389, 6.914, -6.260)
H (-4.843, 6.050, -5.964)
H (-3.164, 5.854, -9.456)
H (-2.701, 7.273, -8.506)
H (-4.081, 7.353, -9.617)
C (-6.906, -7.871, -5.058)
O (-6.068, -6.826, -4.674)
C (-6.774, -5.589, -4.654)
C (-5.860, -4.582, -3.993)
N (-5.719, -4.874, -2.572)
C (-4.747, -4.050, -1.847)
C (-3.311, -4.228, -2.316)
O (-2.510, -3.238, -1.699)
C (-1.164, -3.671, -1.636)
H (-6.463, -8.849, -4.861)
H (-7.194, -7.884, -6.117)
H (-7.857, -7.901, -4.511)
H (-7.715, -5.634, -4.097)
H (-7.024, -5.274, -5.671)
H (-6.214, -3.551, -4.069)
H (-4.909, -4.643, -4.537)
H (-5.347, -5.817, -2.484)
H (-4.703, -4.314, -0.789)
H (-5.045, -3.000, -1.900)
H (-3.170, -4.227, -3.402)
H (-2.986, -5.226, -1.987)
H (-1.133, -4.724, -1.341)
H (-0.552, -3.036, -1.000)
H (-0.589, -3.727, -2.572)
C (-1.197, -8.459, 1.857)
C (-0.456, -7.927, 0.643)
C (0.402, -6.674, 0.922)
O (-0.440, -5.558, 1.158)
C (0.326, -4.385, 1.361)
N (0.404, -9.010, 0.139)
H (-2.044, -7.828, 2.125)
H (-0.589, -8.671, 2.737)
H (-1.617, -9.420, 1.549)
H (-1.135, -7.680, -0.174)
H (1.123, -6.453, 0.126)
H (1.016, -6.849, 1.817)
H (-0.305, -3.500, 1.367)
H (1.068, -4.279, 0.561)
H (0.903, -4.486, 2.285)
H (1.034, -8.639, -0.567)
H (1.022, -9.355, 0.868)
C (-4.303, 2.955, -0.728)
C (-3.190, 3.374, -1.671)
C (-2.626, 2.126, -2.377)
O (-2.019, 1.265, -1.434)
C (-1.534, 0.062, -2.011)
N (-3.700, 4.255, -2.696)
H (-3.919, 2.535, 0.203)
H (-4.937, 2.227, -1.232)
H (-4.896, 3.831, -0.456)
H (-2.334, 3.838, -1.160)
H (-2.017, 2.372, -3.257)
H (-3.420, 1.548, -2.873)
H (-0.687, 0.248, -2.676)
H (-2.378, -0.371, -2.557)
H (-1.252, -0.625, -1.216)
H (-3.979, 5.132, -2.274)
H (-3.045, 4.445, -3.461)
C (4.216, 4.365, 0.359)
C (4.193, 4.139, 1.854)
C (2.905, 4.586, 2.500)
O (2.817, 6.003, 2.396)
C (1.607, 6.563, 2.886)
N (4.453, 2.710, 2.103)
H (3.310, 3.952, -0.093)
H (5.102, 3.973, -0.136)
H (4.191, 5.433, 0.120)
H (5.045, 4.634, 2.332)
H (2.936, 4.250, 3.544)
H (2.048, 4.159, 1.965)
H (1.714, 6.553, 3.977)
H (0.728, 5.959, 2.640)
H (1.551, 7.564, 2.469)
H (4.575, 2.508, 3.101)
H (3.567, 2.248, 1.882)
C (4.077, -0.105, 4.094)
C (3.510, 1.136, 4.763)
C (2.921, 0.917, 6.139)
O (4.512, 2.182, 4.836)
H (3.344, -0.895, 3.902)
H (4.835, -0.628, 4.685)
H (4.470, 0.172, 3.116)
H (2.759, 1.493, 4.054)
H (3.706, 0.632, 6.844)
H (2.141, 0.154, 6.135)
H (2.408, 1.816, 6.488)
H (4.826, 2.117, 5.745)
C (2.756, -0.054, -4.228)
C (1.923, -1.264, -3.815)
C (0.725, -1.575, -4.718)
O (2.747, -2.443, -3.781)
H (2.092, 0.810, -4.296)
H (3.211, -0.141, -5.218)
H (3.572, 0.091, -3.521)
H (1.537, -1.152, -2.801)
H (0.105, -0.701, -4.916)
H (0.226, -2.416, -4.238)
H (1.033, -1.941, -5.701)
H (3.392, -2.377, -4.492)
C (8.103, -0.736, -1.096)
C (7.226, -1.830, -0.468)
C (5.812, -1.323, -0.225)
O (7.121, -2.953, -1.345)
H (8.024, 0.217, -0.573)
H (7.839, -0.626, -2.148)
H (9.162, -0.998, -1.024)
H (7.634, -2.054, 0.522)
H (5.262, -1.246, -1.170)
H (5.710, -0.346, 0.248)
H (5.220, -2.050, 0.337)
H (8.002, -3.346, -1.303)
C (-2.003, -0.075, 2.275)
C (-1.455, 1.341, 2.470)
C (-0.395, 1.383, 3.548)
O (-0.909, 1.738, 1.204)
H (-1.263, -0.807, 1.943)
H (-2.764, -0.118, 1.491)
H (-2.421, -0.404, 3.231)
H (-2.310, 1.963, 2.757)
H (-0.831, 1.209, 4.535)
H (0.100, 2.352, 3.608)
H (0.342, 0.580, 3.480)
H (-1.588, 1.628, 0.527)
C (1.579, -0.998, 0.718)
C (2.477, 0.235, 0.651)
C (2.470, 0.825, -0.756)
O (1.942, 1.223, 1.523)
H (1.332, -1.401, 1.697)
H (2.071, -1.753, 0.093)
H (0.631, -0.812, 0.202)
H (3.490, -0.070, 0.912)
H (1.442, 1.045, -1.064)
H (2.837, 0.084, -1.469)
H (2.989, 1.775, -0.863)
H (0.977, 1.166, 1.471)



Question: Which formula does entry 2 have?
Answer: C45H118N6O14